Record 1
14
Properties=species:S:1:pos:R:3:forces:R:3 method="wB97M-V/def2-TZVPD" energy_ha=-303.682545 charge=0 homo_ev=-8.2579 max_force_ha_per_bohr=0.0798 lumo_energy_ev=0.09 de_lowest_kcal_mol=131.5
C 0.142449 1.614545 0.047997 0.1 -0.2 -0.1
C 0.344589 0.347999 -0.763709 -1.5 -0.6 0.5
O 1.536539 -0.341397 -0.434604 -0.4 -3.3 2.4
H 0.336124 0.525516 -1.842681 0.0 0.1 0.1
H -0.808250 2.074485 -0.226615 0.1 0.1 -0.1
H 0.965165 2.311876 -0.108428 -0.1 0.1 -0.1
H 0.099242 1.404379 1.118826 0.0 -0.1 0.0
N 0.804568 -1.397903 0.546083 0.9 2.2 -0.9
C -0.676940 -0.816610 -0.384657 -2.2 2.1 -0.7
N -1.805369 -0.729204 0.276087 1.1 -0.4 -0.1
H 0.725398 -2.412871 0.456986 1.4 0.4 -0.4
H 0.792405 -0.991797 1.480360 0.4 -0.3 -0.3
H -1.764601 -0.029440 1.018818 -0.1 0.3 -0.4
H -0.691320 -1.559577 -1.184462 0.3 -0.2 0.1

Record 2
66
Properties=species:S:1:pos:R:3:forces:R:3 method="wB97M-V/def2-TZVPD" energy_ha=-2046.761385 charge=+1 homo_ev=-10.8196 max_force_ha_per_bohr=0.0207 lumo_energy_ev=-4.85
C 4.192397 0.155204 0.460451 0.2 -0.2 0.1
C 4.725766 -0.739553 -0.671806 -0.2 0.4 0.2
P 3.635852 -0.858918 -2.109982 0.1 -0.2 0.0
C 2.304370 0.330409 -2.073744 0.1 0.3 -0.1
C 2.763692 1.795209 -2.277618 -0.3 -0.1 0.2
C 1.646234 2.616147 -2.928477 0.2 0.0 0.4
C 0.416226 2.740954 -2.010540 -0.2 0.2 -0.3
C -0.922554 2.556568 -2.731172 -0.1 -0.1 0.3
C -1.211840 1.103191 -3.103204 0.2 0.1 0.0
C -1.416292 0.204433 -1.874205 0.2 0.0 -0.1
O -2.319479 -0.857065 -2.072580 0.0 0.0 0.0
C -3.673978 -0.444753 -2.095877 0.0 0.2 -0.1
O 4.525999 -0.625597 -3.384060 0.3 0.1 0.7
N 3.722156 -0.610996 -4.838035 -0.4 0.4 -0.9
O 4.095313 0.249998 -5.434379 0.0 -0.5 0.2
P 2.760130 -2.903539 -2.291305 0.0 -0.1 -0.2
O 2.982791 -3.303001 -3.668056 0.0 0.1 -0.3
O 3.391381 -3.809485 -1.149601 0.1 0.5 0.2
O 1.261953 -2.734289 -1.837392 0.1 0.0 0.3
H 3.153302 -0.047147 0.718304 0.0 0.0 0.0
H 4.325963 1.209615 0.232604 -0.2 0.0 -0.1
H 4.784402 -0.050948 1.351184 0.0 0.0 0.0
H 4.885908 -1.745241 -0.285682 0.1 0.0 -0.1
H 5.669650 -0.337336 -1.044095 0.1 -0.2 0.0
H 1.784035 0.214387 -1.120613 -0.1 -0.1 -0.1
H 1.606432 0.045161 -2.869517 0.0 -0.1 0.1
H 2.954592 2.226184 -1.292674 0.2 0.0 0.0
H 3.696521 1.859891 -2.840740 -0.1 0.0 -0.1
H 2.052748 3.614514 -3.092810 -0.1 0.0 -0.3
H 1.372455 2.184414 -3.895302 0.0 0.0 0.0
H 0.474266 2.039385 -1.172374 0.0 0.0 0.0
H 0.417099 3.739518 -1.570743 0.1 -0.1 0.1
H -1.703141 2.897513 -2.044557 -0.1 0.0 -0.1
H -0.977875 3.207407 -3.606622 0.1 0.0 0.0
H -0.373437 0.704087 -3.685674 -0.1 0.0 -0.2
H -2.084838 1.049046 -3.754301 0.0 0.0 0.1
H -1.722651 0.812406 -1.010091 -0.1 -0.1 0.0
H -0.467365 -0.278947 -1.625485 -0.1 0.0 0.2
H -3.952556 -0.015517 -3.062889 0.0 -0.1 0.0
H -3.862584 0.315852 -1.328812 0.0 -0.1 0.1
H -4.288321 -1.320583 -1.899726 0.0 0.0 0.0
H 4.359074 -3.865618 -1.210560 -0.2 -0.4 0.0
H 1.051309 -3.024232 -0.936765 -0.1 0.0 -0.1
C -1.081611 1.770330 5.409929 0.1 0.0 0.0
O -1.155005 0.502648 4.797305 -0.2 0.0 -0.1
C -1.607261 -0.528295 5.660598 0.2 0.1 0.0
C -2.526398 -1.494466 4.950493 0.1 -0.1 0.0
O -3.811319 -0.981718 4.655310 -0.1 -0.1 0.0
C -3.949177 -0.027575 3.621365 0.0 0.1 0.0
C -3.761675 -0.574186 2.225303 0.0 0.1 -0.2
O -2.398600 -0.853739 1.953757 0.1 -0.1 0.2
C -2.188098 -1.992948 1.150155 0.0 0.2 -0.1
H -0.224025 1.845764 6.088009 0.0 0.0 0.0
H -0.969390 2.509561 4.617946 0.0 0.0 0.0
H -1.994500 1.997354 5.970523 0.0 0.0 0.0
H -2.132710 -0.101389 6.521553 0.0 0.0 0.0
H -0.740091 -1.090840 6.031235 0.0 0.0 0.1
H -2.710960 -2.317797 5.644478 0.0 0.0 0.0
H -2.040553 -1.911061 4.064660 0.0 0.1 0.0
H -3.307881 0.842361 3.783107 0.1 -0.1 -0.1
H -4.987074 0.305693 3.691539 0.0 0.0 0.0
H -4.121489 0.183611 1.514965 -0.1 -0.1 0.0
H -4.371615 -1.476258 2.103224 0.0 0.0 0.0
H -2.801503 -2.840657 1.473552 0.0 0.0 0.0
H -1.137681 -2.269757 1.260979 0.0 0.0 0.0
H -2.392413 -1.776668 0.097065 0.0 -0.1 0.0

Record 3
104
Properties=species:S:1:pos:R:3:forces:R:3 method="wB97M-V/def2-TZVPD" energy_ha=-5219.747861 charge=+3 homo_ev="-15.5581 / -15.5729" max_force_ha_per_bohr=0.0656 multiplicity=7 lumo_energy_ev="-9.19 / -7.87"
Tb 1.015113 0.066187 -1.245338 0.3 0.8 -0.2
C 0.302111 -2.473515 -3.350670 0.4 0.6 -1.2
C -0.349572 -2.970063 -2.080255 0.1 -0.1 0.1
C -1.498286 -2.084632 -1.668443 0.5 -0.1 0.5
C -2.762042 -2.587788 -1.594166 -0.3 -1.0 -0.4
C -3.819997 -1.788882 -1.274086 -1.0 -0.4 0.5
C -3.624871 -0.493865 -0.939225 2.2 1.5 -0.4
C -2.315364 0.005162 -1.021263 -0.1 -2.1 0.1
N -1.272304 -0.804718 -1.355673 -0.2 0.9 0.1
N 1.452969 -1.508234 -3.237936 1.2 -0.6 1.4
C 1.629879 -0.778514 -4.479158 -0.3 -0.3 -2.8
C 0.601736 0.329807 -4.655412 -0.4 -0.5 -0.2
C -0.053226 0.610789 -5.863831 0.1 -0.5 1.1
C -1.027418 1.584932 -5.887394 -0.5 1.0 -0.4
C -1.308089 2.308097 -4.732533 0.8 -0.1 0.7
C -0.649724 1.930683 -3.566999 0.2 0.7 0.2
N 0.293535 0.975014 -3.525688 -0.2 0.0 0.5
C 2.748709 -2.251576 -2.950893 -1.3 -0.4 -0.5
C 2.951293 -2.596118 -1.508338 1.0 -1.6 -1.0
C 3.744855 -3.727908 -1.195351 -1.0 1.8 -0.2
C 4.047265 -3.946074 0.122073 1.3 -1.1 0.6
C 3.699108 -2.999041 1.059560 -1.3 0.5 0.4
C 2.800944 -2.007566 0.671461 1.3 -0.1 0.8
N 2.447621 -1.783637 -0.599579 -0.4 0.2 0.3
H -0.454599 -1.914379 -3.917838 0.1 -0.4 -0.1
H 0.650027 -3.332379 -3.942569 -0.1 0.2 -0.1
H 0.406192 -3.114411 -1.304936 -0.2 0.0 0.2
H -0.731893 -3.969215 -2.313256 -0.1 0.2 0.2
H -2.908135 -3.626873 -1.786351 -0.2 -0.5 -0.2
H -4.835421 -2.115546 -1.178027 -0.3 -0.7 -0.2
H -4.442931 0.101646 -0.654201 -0.7 0.9 0.3
H -2.011214 0.964626 -0.700810 -0.1 1.1 0.1
H 1.567487 -1.479795 -5.394629 0.0 0.8 1.3
H 2.635555 -0.341090 -4.580200 -0.2 -0.1 0.4
H 0.113031 -0.017813 -6.708508 0.3 -0.2 -0.6
H -1.573557 1.863338 -6.801019 0.4 -0.4 0.3
H -1.914516 3.200361 -4.724903 -0.4 -0.2 -0.1
H -0.795860 2.461319 -2.610517 -0.2 -0.2 -0.6
H 3.615372 -1.699159 -3.288610 0.1 0.5 -0.1
H 2.741371 -3.155631 -3.569585 0.1 -0.1 0.1
H 4.175550 -4.281674 -1.994289 0.0 -0.7 -0.4
H 4.634825 -4.822197 0.456282 -0.3 0.6 -0.5
H 4.028980 -3.058673 2.094471 -0.2 -0.1 -0.2
H 2.464205 -1.299876 1.395900 -0.4 0.4 0.4
C -3.816006 3.737780 4.846910 0.3 0.2 -1.2
C -2.489531 2.934864 4.690190 -0.5 1.2 -0.6
C -1.717165 3.363574 3.442296 1.7 -0.1 0.0
C -2.254011 2.837784 2.117052 -1.7 2.2 -1.9
N -2.351465 1.420456 2.026045 1.0 -0.6 0.1
C -1.268015 0.642813 1.909508 -0.2 -1.2 -0.2
Se 0.469304 1.168129 1.378865 -0.2 0.2 -0.2
N -1.646804 -0.644383 2.109909 -0.1 0.5 0.2
C -0.738091 -1.772119 2.093516 1.6 0.8 0.0
C 0.148526 -1.855161 3.369268 -0.4 0.8 -1.1
C -0.722224 -2.353399 4.502194 0.5 0.1 0.6
C -1.046414 -3.828480 4.327819 -0.6 -0.1 0.9
C -3.012832 -0.676914 2.368277 -0.2 0.2 0.1
C -3.897245 -1.712070 2.674891 -0.2 1.0 -0.2
C -5.211570 -1.359176 2.892504 -1.4 -1.2 -0.3
C -5.704295 -0.042087 2.740566 0.5 -0.1 0.8
C -4.804235 0.974774 2.454732 -0.6 0.8 -0.1
C -3.463642 0.646335 2.296227 0.0 -0.9 0.1
H -4.230561 3.542370 5.806828 -0.8 -0.5 0.6
H -4.534575 3.561718 4.016611 0.2 -0.4 0.7
H -3.738182 4.839814 4.826374 0.8 -0.4 0.0
H -2.650062 1.856413 4.659303 -0.3 -0.1 0.1
H -1.872250 3.135327 5.553929 0.2 0.0 0.3
H -0.617082 3.021713 3.492964 -1.5 0.3 0.0
H -1.635772 4.467519 3.391847 -0.2 -0.5 -0.1
H -1.656523 3.190133 1.252356 0.2 -0.2 0.6
H -3.282601 3.199325 1.775954 1.1 -0.1 1.1
H -0.156414 -1.627819 1.174944 0.2 -0.3 0.1
H -1.285727 -2.666658 1.997906 -0.9 -1.0 -0.2
H 0.619507 -0.869815 3.515395 -0.3 -0.2 0.3
H 0.978917 -2.539104 3.196344 -0.1 -0.2 -0.1
H -1.658288 -1.774512 4.556351 0.3 -0.1 0.1
H -0.194101 -2.195228 5.449395 -0.2 0.0 -0.1
H -1.947613 -3.972841 3.765344 -0.5 -0.1 -0.5
H -1.260390 -4.294770 5.283170 -0.1 0.0 0.3
H -0.285846 -4.447104 3.891429 0.7 0.0 -0.4
H -3.628807 -2.730188 2.747440 0.5 -0.9 0.1
H -5.922133 -2.216989 3.096174 0.8 1.3 -0.1
H -6.746099 0.181876 3.008572 0.5 -0.1 -0.5
H -5.118031 2.022628 2.331025 0.0 -0.6 0.2
C 2.458924 3.178915 -1.237707 1.6 0.5 0.0
C 3.801914 4.002918 -1.432597 -0.7 1.1 0.4
N 4.936163 3.124921 -1.548989 -0.2 -0.6 -0.5
C 5.110881 2.487087 -0.265283 1.2 0.5 0.9
C 3.839979 1.767124 0.215320 -0.8 0.4 -0.7
N 2.858898 1.802816 -0.922034 -0.4 -1.5 0.2
C 3.549674 1.171504 -2.078368 0.4 0.8 0.7
C 4.664739 2.165836 -2.595070 0.1 -1.3 0.3
H 1.880094 3.176305 -2.152910 -0.2 0.0 -0.3
H 1.858057 3.590883 -0.446513 -0.3 0.0 0.4
H 4.038453 4.697152 -0.582417 -0.6 -0.5 -0.8
H 3.678055 4.588751 -2.342479 0.3 0.2 0.1
H 5.397659 3.312136 0.394803 -0.4 -0.2 0.3
H 6.007395 1.879209 -0.239640 0.0 -0.5 -0.4
H 3.358408 2.325640 1.000584 0.0 0.0 0.6
H 3.946233 0.715945 0.500278 0.3 0.2 0.1
H 2.811205 1.020992 -2.830417 -0.7 -0.1 -1.2
H 3.884178 0.177697 -1.740994 0.4 0.3 -0.1
H 4.299257 2.708214 -3.459203 0.1 0.0 -0.3
H 5.549467 1.568308 -2.864056 -0.1 0.5 0.0

Record 4
11
Properties=species:S:1:pos:R:3:forces:R:3 method="wB97M-V/def2-TZVPD" energy_ha=-1059.688555 charge=0 homo_ev=-8.7025 smiles="NC(=S)O/C=N/S" max_force_ha_per_bohr=0.0626 lumo_energy_ev=0.37 de_lowest_kcal_mol=34.3
N -1.262566 1.114170 0.004685 -1.4 1.5 0.1
C -1.666652 -0.130367 -0.152122 0.2 -0.8 0.8
S -3.229211 -0.583278 -0.169362 -0.5 -0.2 -0.3
O -0.724513 -1.121030 -0.071242 0.7 -0.4 -0.2
C 0.636453 -1.015004 0.052182 -0.4 -1.4 1.4
N 1.293693 0.052247 -0.165342 0.5 -1.9 -0.2
S 3.002092 -0.363997 -0.185639 -0.4 1.5 0.4
H -2.053555 1.762998 0.104760 0.9 -0.4 -0.2
H -0.342444 1.459606 -0.124157 0.8 -0.1 -0.1
H 1.012527 -2.078992 0.521611 -0.6 2.7 -1.6
H 3.334179 0.903647 0.184628 0.2 -0.6 -0.2

Record 5
9
Properties=species:S:1:pos:R:3:forces:R:3 method="wB97M-V/def2-TZVPD" energy_ha=-775.904381 charge=0 homo_ev=-10.8275 smiles=C#CF.FCCl max_force_ha_per_bohr=0.0685 lumo_energy_ev=0.76 de_lowest_kcal_mol=72.0
C -1.625455 -1.742538 -0.210383 -2.6 0.8 0.0
C -0.555466 -2.173111 -0.395817 3.5 -0.6 0.1
F 0.698638 -2.457911 -0.430513 -0.4 -0.2 -0.2
H -2.622197 -1.405140 -0.242833 -0.4 0.1 0.2
F 0.884319 0.957280 0.052732 -0.2 -1.1 -1.3
C 0.428734 1.634789 1.122761 1.6 0.1 0.6
Cl -0.047908 3.224751 0.610742 -0.8 0.9 -0.2
H -0.436579 1.078746 1.558779 1.0 0.6 0.1
H 1.412281 1.839929 1.636918 -1.7 -0.6 0.8

Record 6
18
Properties=species:S:1:pos:R:3:forces:R:3 method="wB97M-V/def2-TZVPD" energy_ha=-272.928316 charge=0 homo_ev=-9.6520 smiles=CC[C@@H](C)OC max_force_ha_per_bohr=0.0057 lumo_energy_ev=1.17 de_lowest_kcal_mol=12.8
C -0.966661 -1.913977 0.315283 0.0 -0.1 0.0
C -1.320310 -0.440538 0.140371 -0.1 0.0 0.0
C -0.113039 0.400222 -0.259172 -0.2 0.0 -0.2
C -0.458257 1.872266 -0.459415 0.0 0.0 0.0
O 0.861404 0.272766 0.770227 0.0 0.0 0.0
C 2.165327 0.062987 0.296350 0.3 0.0 0.0
H -0.572439 -2.337212 -0.617059 -0.1 0.1 0.1
H -0.199588 -2.030588 1.086977 -0.1 0.0 -0.1
H -1.841455 -2.504632 0.605746 0.1 0.1 0.0
H -1.720440 -0.036873 1.079391 0.0 0.0 -0.1
H -2.102663 -0.321469 -0.620510 0.1 0.0 0.1
H 0.301080 -0.006084 -1.197876 0.0 0.0 0.1
H -1.216007 2.001184 -1.241370 0.1 -0.1 0.1
H 0.428886 2.449458 -0.744440 -0.1 -0.1 0.1
H -0.852131 2.290050 0.473603 0.1 -0.1 -0.1
H 2.827542 0.041590 1.166386 -0.1 0.0 -0.2
H 2.248069 -0.897619 -0.237406 0.0 0.2 0.1
H 2.499028 0.865021 -0.380470 -0.1 -0.1 0.1

Repeat the sixth record exactly.
18
Properties=species:S:1:pos:R:3:forces:R:3 method="wB97M-V/def2-TZVPD" energy_ha=-272.928316 charge=0 homo_ev=-9.6520 smiles=CC[C@@H](C)OC max_force_ha_per_bohr=0.0057 lumo_energy_ev=1.17 de_lowest_kcal_mol=12.8
C -0.966661 -1.913977 0.315283 0.0 -0.1 0.0
C -1.320310 -0.440538 0.140371 -0.1 0.0 0.0
C -0.113039 0.400222 -0.259172 -0.2 0.0 -0.2
C -0.458257 1.872266 -0.459415 0.0 0.0 0.0
O 0.861404 0.272766 0.770227 0.0 0.0 0.0
C 2.165327 0.062987 0.296350 0.3 0.0 0.0
H -0.572439 -2.337212 -0.617059 -0.1 0.1 0.1
H -0.199588 -2.030588 1.086977 -0.1 0.0 -0.1
H -1.841455 -2.504632 0.605746 0.1 0.1 0.0
H -1.720440 -0.036873 1.079391 0.0 0.0 -0.1
H -2.102663 -0.321469 -0.620510 0.1 0.0 0.1
H 0.301080 -0.006084 -1.197876 0.0 0.0 0.1
H -1.216007 2.001184 -1.241370 0.1 -0.1 0.1
H 0.428886 2.449458 -0.744440 -0.1 -0.1 0.1
H -0.852131 2.290050 0.473603 0.1 -0.1 -0.1
H 2.827542 0.041590 1.166386 -0.1 0.0 -0.2
H 2.248069 -0.897619 -0.237406 0.0 0.2 0.1
H 2.499028 0.865021 -0.380470 -0.1 -0.1 0.1